(1)
The following is a DFT calculation (wB97M-V/def2-TZVPD) of an isolated molecule of C5H10O in a non-equilibrium geometry.

Structure (XYZ):
```
16
Properties=species:S:1:pos:R:3:mulliken_charge:R:1
C 1.6152 0.4438 0.1453 -0.657
C 0.2352 0.0147 -0.3446 0.222
C -0.9533 0.9155 0.0286 -0.765
C -1.8737 -0.3215 -0.1133 -0.486
C -0.5946 -1.1565 0.1770 -0.620
H 3.5152 -0.0987 0.1861 0.331
H 1.7118 1.4403 -0.3513 0.274
H 1.5930 0.5147 1.2411 0.299
H 0.3033 -0.1824 -1.4599 0.218
H -1.2900 1.7049 -0.6510 0.306
H -0.8052 1.3110 0.9761 0.335
H -2.8675 -0.3554 0.4662 0.282
H -2.2253 -0.3842 -1.1709 0.224
H -0.5263 -2.1897 -0.2152 0.333
H -0.4942 -1.1404 1.2843 0.226
O 2.6564 -0.5162 -0.1985 -0.523
```

Properties
2S+1: 1
SMILES string: OCC1CCC1
E_HOMO in eV: -10.3
Kohn-Sham gap in eV: 11.3
Charge: 0
DFT total energy in Eh: -271.6888
Energy relative to the best compared isomer or geometry (same formula, charge and spin) in kJ/mol: 167.5



(2)
The following is a DFT calculation (wB97M-V/def2-TZVPD) of a cluster of 2 separate species, C5H10O in total.

Structure (XYZ):
```
16
Properties=species:S:1:pos:R:3:mulliken_charge:R:1
C -1.2560 -2.0958 0.7243 -0.700
O -0.6750 -1.1187 -0.1073 -0.249
C 0.6686 -0.8392 0.2052 -0.139
C 1.4177 0.1082 -0.6114 -0.824
C 0.7447 2.3910 -0.1367 -0.397
C -0.4068 2.0357 -0.7242 -0.506
H -1.1749 -1.8266 1.7896 0.306
H -2.3141 -2.1576 0.4575 0.231
H -0.7963 -3.0856 0.5805 0.282
H 0.8144 -0.7785 1.2951 0.393
H 1.3668 -1.6583 -0.1416 0.306
H 0.9879 0.0374 -1.6259 0.311
H 1.5206 2.9222 -0.6809 0.250
H 0.9027 2.2671 0.9301 0.265
H -1.2128 1.5562 -0.1773 0.220
H -0.5875 2.2427 -1.7769 0.252
```

Properties
2S+1: 1
E_HOMO in eV: -8.6
Kohn-Sham gap in eV: 9.3
Charge: 0
DFT total energy in Eh: -271.5548
Energy relative to the best compared isomer or geometry (same formula, charge and spin) in kJ/mol: 519.3



(3)
The following is a DFT calculation (wB97M-V/def2-TZVPD) of a structure of composition C5H10O in a non-equilibrium geometry.

Structure (XYZ):
```
16
Properties=species:S:1:pos:R:3:mulliken_charge:R:1
C -0.8456 -0.2687 -1.7916 -1.097
C -1.0949 -0.1480 -0.3254 -0.518
C -0.2582 1.0875 0.9968 0.094
O -0.6946 0.7567 2.0944 -0.660
C 0.7639 0.3735 0.3079 -0.131
C 1.5802 -0.6201 1.1006 -1.132
H -0.6750 0.7231 -2.2255 0.265
H -1.6831 -0.7363 -2.3161 0.374
H 0.0524 -0.8687 -1.9159 0.318
H -2.0258 0.4396 -0.1348 0.365
H -1.2530 -1.0679 0.2382 0.376
H -0.5707 1.9806 0.4224 0.391
H 1.3373 0.9114 -0.4659 0.398
H 0.9003 -1.2694 1.6481 0.285
H 2.1764 -0.1044 1.8765 0.313
H 2.2902 -1.1889 0.4902 0.360
```

Properties
2S+1: 1
E_HOMO in eV: -8.8
Kohn-Sham gap in eV: 9.6
Charge: 0
DFT total energy in Eh: -271.6466
Energy relative to the best compared isomer or geometry (same formula, charge and spin) in kJ/mol: 278.4



(4)
The following is a DFT calculation (wB97M-V/def2-TZVPD) of an isolated molecule of C5H10O.

Structure (XYZ):
```
16
Properties=species:S:1:pos:R:3:mulliken_charge:R:1
C -1.3891 0.7607 -0.3047 -1.561
C -0.4689 -0.0976 0.5646 0.716
C -0.3584 -1.5409 0.0059 -0.614
O 0.5909 -1.6922 -1.0213 -0.490
C 0.9110 0.4982 0.7443 -0.579
C 1.5550 1.2298 -0.1661 -0.611
H -1.4462 1.7857 0.0768 0.361
H -2.4003 0.3385 -0.3007 0.403
H -1.0451 0.7896 -1.3447 0.344
H -0.9233 -0.1816 1.5620 0.275
H -1.3178 -1.8167 -0.4447 0.327
H -0.1700 -2.2480 0.8295 0.275
H 1.4281 0.2552 1.6738 0.280
H 2.5601 1.6054 0.0117 0.273
H 1.0978 1.4985 -1.1165 0.220
H 1.3763 -1.1846 -0.7700 0.381
```

Properties
2S+1: 1
SMILES string: C=C[C@@H](C)CO
E_HOMO in eV: -10.0
Kohn-Sham gap in eV: 11.0
Charge: 0
DFT total energy in Eh: -271.7164
Energy relative to the best compared isomer or geometry (same formula, charge and spin) in kJ/mol: 95.1



(5)
The following is a DFT calculation (wB97M-V/def2-TZVPD) of a cluster of 2 separate species, C5H10O in total.

Structure (XYZ):
```
16
Properties=species:S:1:pos:R:3:mulliken_charge:R:1
O 2.6279 0.1533 0.3451 -0.487
C 1.6929 -0.5860 0.5491 -0.393
C 0.2556 -0.1799 0.7238 0.507
C -0.9339 -0.9671 0.1042 -0.748
C -1.6054 0.3765 -0.2720 -0.381
C -0.3724 1.1537 0.2534 -0.671
H 1.8806 0.3458 -1.6849 -0.140
H 1.8731 -1.6712 0.7116 0.332
H 0.2078 -0.2553 1.8177 0.271
H 1.3300 0.1813 -2.1556 0.134
H -1.4820 -1.5554 0.8408 0.269
H -0.7182 -1.6166 -0.7489 0.296
H -1.8048 0.4969 -1.3407 0.242
H -2.5328 0.5824 0.2731 0.257
H -0.5893 1.8209 1.0888 0.241
H 0.1711 1.7208 -0.5054 0.272
```

Properties
2S+1: 1
SMILES string: O=CC1CCC1.[H][H]
E_HOMO in eV: -9.7
Kohn-Sham gap in eV: 10.7
Charge: 0
DFT total energy in Eh: -271.6667
Energy relative to the best compared isomer or geometry (same formula, charge and spin) in kJ/mol: 225.5



(6)
The following is a DFT calculation (wB97M-V/def2-TZVPD) of an isolated molecule of C5H10O.

Structure (XYZ):
```
16
Properties=species:S:1:pos:R:3:mulliken_charge:R:1
C -1.0602 1.6976 0.7508 -1.157
C 0.1399 0.9502 0.1301 -0.572
C 0.0090 -0.4870 -0.4347 0.601
C 1.3304 -1.0605 -1.0238 -1.475
C -0.5893 -1.4545 0.5737 -0.109
O -1.1745 -1.1653 1.5920 -0.473
H -1.4780 1.1744 1.6122 0.301
H -0.7076 2.6753 1.1084 0.350
H -1.8719 1.8949 0.0416 0.286
H 0.5429 1.5798 -0.6706 0.350
H 0.9118 0.9076 0.9096 0.300
H -0.6146 -0.5468 -1.3331 0.187
H 2.1481 -1.0217 -0.3023 0.357
H 1.2122 -2.1068 -1.3491 0.400
H 1.6449 -0.5124 -1.9237 0.346
H -0.4433 -2.5249 0.3189 0.308
```

Properties
2S+1: 1
SMILES string: CC[C@@H](C)C=O
E_HOMO in eV: -9.6
Kohn-Sham gap in eV: 10.6
Charge: 0
DFT total energy in Eh: -271.7321
Energy relative to the best compared isomer or geometry (same formula, charge and spin) in kJ/mol: 53.8



Number 4 is which compound?
C5H10O